Here is a 2-piece molecular cluster, C3H3Cl2N overall from the OMol25 dataset. Energies are from ωB97M-V/def2-TZVPD.

Last column: Mulliken charge in e.
CARTESIAN COORDINATES (ANGSTROEM)
C 1.225 1.721 0.114  -0.009
C -1.186 -0.400 -0.071  -1.053
C 0.331 -0.487 -0.045  0.518
N 1.826 2.636 0.430  -0.378
Cl 1.103 -1.088 -1.383  -0.045
Cl 1.127 -1.079 1.436  -0.073
H -1.329 -0.843 -1.020  0.370
H -1.571 0.638 -0.034  0.266
H -1.525 -1.098 0.573  0.403

Relative energy (zero: lowest compared OMol25 entry of this formula, charge and spin) = 364.0 kJ/mol
E_LUMO = -0.0703 Ha
HOMO energy = -10.5096 eV



Here is C3H3Cl3CrF6GeNO4S2 as an isolated structure from the OMol25 dataset. Energies are from ωB97M-V/def2-TZVPD.

Last column: Mulliken charge in e.
CARTESIAN COORDINATES (ANGSTROEM)
Cr 0.128 1.089 0.432  0.577
F 4.850 1.372 -0.303  -0.190
C 4.639 0.988 0.947  0.603
F 5.452 -0.008 1.254  -0.193
F 4.836 2.004 1.770  -0.199
S 2.897 0.409 1.049  1.283
O 2.101 1.613 0.703  -0.601
O 2.716 -0.682 0.141  -0.643
N 2.788 0.038 2.570  -0.452
S 1.367 -0.207 3.189  1.086
O 1.283 -1.347 4.026  -0.566
O 0.304 -0.025 2.175  -0.568
C 1.131 1.235 4.302  0.695
F -0.108 1.231 4.776  -0.217
F 1.332 2.370 3.634  -0.225
F 1.994 1.159 5.305  -0.216
Cl -1.914 4.205 -0.951  -0.301
Ge -0.923 2.390 -1.515  0.703
Cl -1.969 1.597 -3.203  -0.304
Cl 0.997 3.011 -2.310  -0.289
C -2.001 0.968 -0.025  -1.289
H -2.448 0.475 -0.881  0.519
H -2.651 1.760 0.337  0.446
H -1.874 0.222 0.773  0.342

Multiplicity = 6
<S²> = 8.7591
E_LUMO (alpha / beta) = -0.0173 / -0.0778 Ha
HOMO energy (alpha / beta) = -9.1666 / -11.4424 eV



Here is an isolated molecule of C3H3ClF2S2 from the OMol25 dataset. Energies are from ωB97M-V/def2-TZVPD.

Last column: Mulliken charge in e.
CARTESIAN COORDINATES (ANGSTROEM)
F -0.295 -0.229 1.606  -0.279
C 0.018 0.461 0.464  0.664
F 0.357 1.753 0.828  -0.257
C -1.213 0.522 -0.455  -0.557
Cl -1.789 -1.115 -0.940  -0.153
C 1.204 -0.181 -0.239  0.028
S 1.829 0.438 -1.584  -0.192
S 1.886 -1.637 0.369  -0.139
H -1.944 1.042 0.154  0.345
H -0.902 1.009 -1.367  0.369
H 0.849 -2.063 1.164  0.171

Relative energy (zero: lowest compared OMol25 entry of this formula, charge and spin) = 0.0 kJ/mol
E_LUMO = -0.0326 Ha
Structure (SMILES) = FC(F)(CCl)C(=S)S
HOMO energy = -9.3271 eV



no.,maximum force (eV/A)
1,4.59
2,0.52
3,1.14